Entry 1:
Here is the molecule C4H8O2 from the OMol25 dataset. Energies are from wB97M-V/def2-TZVPD.

Each line ends with the Löwdin charge.
Element x y z (Å)
C (1.47, -0.26, 0.84)  -0.05
C (0.14, -0.31, 0.11)  -0.41
C (0.26, 0.03, -1.38)  -0.04
O (-0.71, 0.65, 0.78)  -0.02
C (-2.02, 0.54, 0.57)  -0.35
O (-2.55, -0.28, -0.15)  0.07
H (2.14, -1.04, 0.45)  0.09
H (1.95, 0.71, 0.71)  0.09
H (1.33, -0.44, 1.91)  0.08
H (-0.32, -1.29, 0.24)  0.14
H (0.03, 1.09, -1.53)  0.09
H (-0.44, -0.55, -1.98)  0.08
H (1.28, -0.15, -1.74)  0.08
H (-2.55, 1.30, 1.15)  0.15

Output
HOMO-LUMO gap (eV): 11.7
LUMO energy (hartree): 0.03767
SMILES string: CC(C)OC=O
Highest occupied orbital energy (eV): -10.661
Net charge: 0
ΔE to the lowest compared entry with this formula, charge and spin (eV): 0.476
M (g mol⁻¹): 88.11


Entry 2:
Here is a 2-piece molecular cluster, C10H16O overall at a distorted geometry from the OMol25 dataset. Energies are from wB97M-V/def2-TZVPD.

Each line ends with the Löwdin charge.
Element x y z (Å)
C (2.91, -1.27, -1.54)  -0.09
C (1.90, -1.13, -0.37)  -0.21
C (1.08, 0.11, -0.63)  -0.29
C (0.04, 0.06, -1.55)  -0.07
C (-0.74, 1.19, -1.81)  -0.09
C (-0.57, 2.33, -1.05)  -0.10
C (0.44, 2.39, -0.11)  -0.09
C (1.23, 1.27, 0.11)  -0.06
H (3.51, -0.36, -1.58)  0.08
H (2.37, -1.55, -2.45)  0.07
H (3.57, -2.11, -1.31)  0.07
H (1.24, -2.00, -0.34)  0.11
H (2.48, -1.10, 0.55)  0.11
H (-0.51, -0.82, -1.85)  0.12
H (-1.54, 1.13, -2.54)  0.10
H (-1.27, 3.16, -1.14)  0.10
H (0.58, 3.23, 0.53)  0.10
H (1.94, 1.30, 0.93)  0.11
C (-1.91, -1.12, 1.03)  -0.08
C (-2.57, -0.37, 2.16)  -0.32
O (-1.80, -0.30, 3.37)  -0.08
H (-1.91, -2.21, 1.08)  0.08
H (-0.86, -0.80, 1.06)  0.06
H (-2.40, -0.86, 0.09)  0.08
H (-2.76, 0.67, 1.90)  0.11
H (-3.56, -0.74, 2.41)  0.11
H (-0.90, -0.09, 3.07)  0.07

Output
HOMO-LUMO gap (eV): 10.0
LUMO energy (hartree): 0.02987
SMILES string: CCc1ccccc1.CCO
Highest occupied orbital energy (eV): -9.190
Net charge: 0
ΔE to the lowest compared entry with this formula, charge and spin (eV): 1.461
M (g mol⁻¹): 152.24


Entry 3:
Here is C48H53GaN4O3PTe as an isolated structure at a distorted geometry from the OMol25 dataset. Energies are from wB97M-V/def2-TZVPD.

Each line ends with the Löwdin charge.
Element x y z (Å)
Ga (-0.47, -0.03, -0.99)  0.59
C (5.70, -0.98, 2.40)  -0.04
C (4.55, -0.83, 1.46)  -0.24
C (4.73, -0.80, 0.08)  0.04
C (3.66, -0.73, -0.80)  -0.05
C (3.91, -0.65, -2.25)  -0.28
O (3.09, -0.18, -3.04)  0.06
C (5.23, -1.11, -2.74)  -0.17
C (5.77, -2.33, -2.34)  -0.04
C (6.99, -2.73, -2.84)  -0.07
C (7.68, -1.93, -3.74)  -0.07
C (7.13, -0.73, -4.16)  -0.06
C (5.90, -0.33, -3.68)  -0.01
C (2.32, -0.66, -0.30)  -0.24
O (1.32, -0.71, -1.13)  -0.15
C (2.14, -0.61, 1.11)  -0.05
C (3.26, -0.71, 1.94)  0.05
C (0.84, -0.48, 1.71)  -0.15
N (-0.27, -0.37, 1.06)  0.07
C (-1.53, -0.26, 1.77)  -0.30
C (-2.01, 1.17, 1.71)  -0.48
Te (-4.02, 1.37, 2.52)  1.28
C (-3.27, 2.11, 4.40)  -0.54
C (-3.21, 1.29, 5.52)  -0.15
C (-2.72, 1.79, 6.72)  -0.09
C (-2.29, 3.10, 6.80)  -0.09
C (-2.35, 3.92, 5.69)  -0.09
C (-2.84, 3.42, 4.49)  -0.16
C (0.81, -0.51, 3.20)  -0.23
C (0.79, 0.69, 3.92)  -0.02
C (0.78, 0.67, 5.30)  -0.06
C (0.76, -0.54, 5.97)  -0.07
C (0.76, -1.73, 5.27)  -0.06
C (0.79, -1.72, 3.88)  -0.03
H (6.65, -0.99, 1.87)  0.08
H (5.61, -1.91, 2.96)  0.09
H (5.72, -0.16, 3.13)  0.09
H (5.74, -0.82, -0.31)  0.13
H (5.23, -2.96, -1.65)  0.12
H (7.42, -3.68, -2.53)  0.11
H (8.65, -2.24, -4.11)  0.11
H (7.66, -0.11, -4.86)  0.11
H (5.46, 0.60, -4.00)  0.12
H (3.12, -0.68, 3.01)  0.13
H (-1.43, -0.59, 2.81)  0.11
H (-2.25, -0.91, 1.25)  0.09
H (-2.02, 1.49, 0.68)  -0.01
H (-1.36, 1.82, 2.29)  0.06
H (-3.55, 0.26, 5.46)  0.09
H (-2.68, 1.15, 7.58)  0.11
H (-1.92, 3.49, 7.74)  0.11
H (-2.02, 4.94, 5.74)  0.11
H (-2.91, 4.07, 3.63)  0.09
H (0.82, 1.63, 3.38)  0.13
H (0.79, 1.60, 5.85)  0.11
H (0.76, -0.56, 7.05)  0.11
H (0.74, -2.67, 5.80)  0.11
H (0.83, -2.65, 3.33)  0.12
C (0.97, 4.66, -1.03)  -0.04
N (1.29, 3.66, -2.03)  0.05
C (0.97, 2.36, -1.94)  -0.58
N (1.12, 1.60, -3.04)  0.19
O (0.48, 1.88, -0.88)  -0.01
H (1.78, 5.38, -0.98)  0.09
H (0.85, 4.17, -0.07)  0.09
H (0.04, 5.17, -1.29)  0.09
H (1.62, 4.00, -2.91)  0.15
H (1.59, 2.01, -3.83)  0.12
H (1.45, 0.65, -2.88)  0.07
C (0.38, -3.76, -0.58)  -0.23
P (-0.54, -2.68, -1.76)  0.96
C (0.48, -2.93, -3.26)  -0.23
C (-2.03, -3.67, -2.11)  -0.39
C (-2.70, -4.33, -1.07)  -0.11
C (-3.92, -4.93, -1.29)  -0.08
C (-4.50, -4.88, -2.55)  -0.08
C (-3.85, -4.23, -3.58)  -0.07
C (-2.63, -3.62, -3.36)  -0.09
H (0.33, -4.80, -0.92)  0.06
H (-0.03, -3.67, 0.42)  0.04
H (1.42, -3.44, -0.56)  0.04
H (0.39, -3.96, -3.62)  0.06
H (1.52, -2.71, -3.01)  0.03
H (0.18, -2.23, -4.04)  0.05
H (-2.26, -4.36, -0.09)  0.10
H (-4.43, -5.43, -0.49)  0.11
H (-5.47, -5.34, -2.72)  0.11
H (-4.30, -4.19, -4.56)  0.11
H (-2.14, -3.09, -4.17)  0.10
C (-3.89, 4.45, -2.38)  -0.10
N (-2.66, 3.81, -1.98)  -0.25
C (-2.53, 3.78, -0.54)  -0.11
C (-2.31, 2.58, -2.65)  -0.16
C (-3.06, 1.32, -2.25)  -0.21
C (-4.41, 1.22, -2.58)  -0.03
C (-5.16, 0.11, -2.25)  -0.06
C (-4.57, -0.93, -1.55)  -0.06
C (-3.23, -0.84, -1.23)  -0.17
C (-2.45, 0.25, -1.58)  -0.14
H (-3.87, 5.48, -2.03)  0.09
H (-4.79, 3.98, -1.96)  0.08
H (-3.96, 4.45, -3.46)  0.09
H (-2.53, 4.81, -0.18)  0.09
H (-1.59, 3.30, -0.27)  0.06
H (-3.35, 3.24, -0.04)  0.06
H (-1.25, 2.40, -2.49)  0.07
H (-2.46, 2.75, -3.72)  0.13
H (-4.86, 2.02, -3.14)  0.11
H (-6.19, 0.05, -2.54)  0.11
H (-5.13, -1.81, -1.29)  0.11
H (-2.77, -1.67, -0.70)  0.05

Output
HOMO-LUMO gap (eV): 7.3
LUMO energy (hartree): -0.09557
Highest occupied orbital energy (eV): -9.932
Net charge: +1
M (g mol⁻¹): 962.27


Number 1: calculated total energy -8372.8057 eV. Number 2: calculated total energy -12676.2641 eV. Number 3: calculated total energy -131694.6224 eV.